[1]
{
  "formula": "C64H51ClCrNO5P2S2",
  "method": "the ωB97M-V functional and the def2-TZVPD basis",
  "total_charge": -1,
  "e_above_lowest_kj_mol": 330.7,
  "homo_lumo_gap_ev": [5.3263, 4.9218],
  "multiplicity": 5,
  "species": ["Cr", "O", "S", "C", "C", "C", "C", "C", "C", "C", "C", "C", "C", "P", "C", "C", "C", "C", "C", "C", "C", "C", "C", "C", "C", "C", "C", "C", "C", "C", "C", "C", "C", "C", "C", "C", "C", "C", "P", "C", "C", "C", "C", "C", "C", "C", "C", "C", "C", "C", "C", "C", "C", "H", "H", "H", "H", "H", "H", "H", "H", "H", "H", "H", "H", "H", "H", "H", "H", "H", "H", "H", "H", "H", "H", "H", "H", "H", "H", "H", "H", "H", "H", "H", "H", "H", "H", "H", "H", "C", "C", "C", "C", "C", "C", "C", "S", "O", "O", "N", "C", "C", "O", "O", "H", "H", "H", "H", "H", "H", "H", "H", "H", "Cl", "C", "C", "C", "C", "C", "C", "C", "H", "H", "H", "H", "H", "H"],
  "coordinates": [[-0.7526, 0.6659, 0.7862], [-1.6915, -0.1495, 2.0856], [0.3442, -1.6393, 0.4040], [1.8545, -1.4381, 1.3370], [2.0665, -2.0869, 2.5255], [3.3445, -2.1796, 3.1239], [4.4034, -1.6012, 2.4933], [5.8766, -1.5546, 2.8217], [6.5182, -0.7636, 1.6476], [5.3512, -0.3013, 0.8078], [5.2930, 0.4694, -0.3167], [4.0217, 0.7624, -0.8536], [2.8385, 0.2808, -0.3330], [1.2701, 1.0036, -0.9770], [1.5628, 2.8089, -1.0087], [0.5889, 3.5877, -1.6365], [0.6715, 4.9686, -1.6250], [1.7225, 5.5957, -0.9709], [2.6862, 4.8328, -0.3316], [2.6075, 3.4463, -0.3480], [1.5103, 0.5293, -2.7492], [1.6032, -0.8352, -3.0360], [1.8135, -1.2755, -4.3306], [1.9302, -0.3586, -5.3692], [1.8406, 0.9949, -5.0944], [1.6380, 1.4381, -3.7919], [2.8999, -0.6530, 0.7509], [4.1628, -0.8403, 1.3318], [-0.4584, -3.0865, 1.0665], [0.3594, -4.1617, 1.3230], [-0.0981, -5.3857, 1.8443], [-1.4347, -5.5238, 2.0511], [-2.2283, -6.6792, 2.6100], [-3.7079, -6.2822, 2.3791], [-3.6457, -4.8654, 1.8606], [-4.6381, -4.0145, 1.4938], [-4.2628, -2.7650, 0.9617], [-2.9644, -2.3264, 0.8230], [-2.8457, -0.6509, 0.0697], [-4.0499, 0.4095, 0.9601], [-4.2603, 1.6890, 0.4460], [-5.0608, 2.6009, 1.1181], [-5.6520, 2.2490, 2.3213], [-5.4157, 0.9908, 2.8573], [-4.6124, 0.0809, 2.1890], [-3.7520, -1.0469, -1.5113], [-3.3840, -2.2087, -2.1958], [-3.9345, -2.5271, -3.4252], [-4.8715, -1.6830, -4.0077], [-5.2469, -0.5281, -3.3429], [-4.6952, -0.2136, -2.1062], [-1.8899, -3.2107, 1.1952], [-2.3007, -4.4691, 1.6928], [1.2278, -2.5702, 3.0091], [3.4522, -2.7104, 4.0615], [6.2991, -2.5564, 2.9167], [6.0387, -1.0420, 3.7711], [7.1773, -1.4023, 1.0550], [7.1179, 0.0774, 1.9979], [6.1807, 0.8893, -0.7733], [3.9705, 1.4462, -1.6937], [-0.2637, 3.1163, -2.1077], [-0.1103, 5.5521, -2.0914], [1.7726, 6.6764, -0.9364], [3.4951, 5.3135, 0.2047], [3.3533, 2.8702, 0.1798], [1.5146, -1.5574, -2.2320], [1.8858, -2.3373, -4.5311], [2.0845, -0.7002, -6.3846], [1.9278, 1.7190, -5.8947], [1.5774, 2.5008, -3.5987], [1.4199, -4.0533, 1.1354], [0.6077, -6.1773, 2.0632], [-2.0129, -6.8010, 3.6734], [-1.9728, -7.6210, 2.1223], [-4.3046, -6.3569, 3.2887], [-4.1759, -6.9304, 1.6351], [-5.6857, -4.2728, 1.5838], [-5.0577, -2.1049, 0.6352], [-3.7447, 2.0099, -0.4505], [-5.1857, 3.5963, 0.7126], [-6.2572, 2.9661, 2.8617], [-5.8258, 0.7255, 3.8234], [-4.3737, -0.8599, 2.6641], [-2.6472, -2.8756, -1.7593], [-3.6274, -3.4328, -3.9341], [-5.3020, -1.9252, -4.9708], [-5.9717, 0.1431, -3.7870], [-5.0092, 0.6934, -1.6120], [6.5437, 2.7959, 3.9153], [5.1029, 2.3724, 3.7948], [4.2439, 2.9793, 2.8844], [2.9167, 2.5816, 2.7763], [2.4186, 1.5508, 3.5548], [3.2695, 0.9530, 4.4755], [4.5888, 1.3599, 4.6018], [0.6441, 0.9528, 3.5551], [-1.4489, -0.0868, 3.4676], [0.1921, 1.7304, 4.7446], [0.2095, 1.7361, 2.1306], [-0.5343, 2.9767, 2.3488], [-1.2043, 3.3865, 1.0505], [-1.5725, 4.5214, 0.8162], [-1.3730, 2.3920, 0.2066], [6.7725, 3.6036, 3.2199], [7.2223, 1.9679, 3.6978], [6.7748, 3.1454, 4.9235], [4.6177, 3.7868, 2.2617], [2.2555, 3.0674, 2.0708], [2.8783, 0.1746, 5.1224], [5.2310, 0.8912, 5.3414], [0.0865, 3.7980, 2.7166], [-1.3327, 2.8292, 3.0884], [-2.8008, 3.2217, -3.9218], [-2.5291, 1.8390, -4.9409], [-2.8558, 1.9286, -6.2768], [-2.6590, 0.8357, -7.1150], [-2.1333, -0.3472, -6.5973], [-1.8075, -0.4330, -5.2634], [-1.9873, 0.6578, -4.3768], [-1.6394, 0.5435, -3.0281], [-3.2651, 2.8537, -6.6592], [-2.9167, 0.9108, -8.1629], [-1.9809, -1.2013, -7.2452], [-1.3995, -1.3484, -4.8557], [-1.2518, -0.3892, -2.6501], [-1.7770, 1.3543, -2.3263]],
  "mulliken_spin": [2.86, -0.02, 0.03, -0.04, 0.01, 0.00, 0.00, 0.00, 0.00, 0.00, 0.00, 0.00, -0.02, 0.00, -0.03, 0.01, 0.01, 0.00, 0.00, 0.00, 0.05, 0.00, 0.00, 0.01, -0.01, 0.02, 0.02, 0.00, 0.01, -0.01, 0.00, 0.00, 0.00, 0.00, 0.00, 0.00, 0.00, 0.00, -0.02, -0.02, 0.00, 0.00, 0.00, 0.00, 0.00, 0.01, 0.02, 0.00, 0.01, -0.02, 0.05, 0.00, 0.00, 0.00, 0.00, 0.00, 0.00, 0.00, 0.00, 0.00, 0.00, 0.01, 0.00, 0.00, 0.00, 0.00, 0.00, 0.00, 0.00, 0.00, 0.00, 0.00, 0.00, 0.00, 0.00, 0.00, 0.00, 0.00, 0.00, 0.00, 0.00, 0.00, 0.00, 0.00, 0.00, 0.00, 0.00, 0.00, 0.00, 0.00, 0.00, 0.00, 0.02, -0.01, 0.00, 0.00, 0.03, -0.01, 0.00, -0.03, 0.04, 0.00, 0.01, -0.06, 0.00, 0.00, 0.00, 0.00, 0.00, 0.00, 0.00, 0.00, 0.00, 0.01, 0.16, -0.10, 0.21, -0.12, 0.16, 0.04, 0.42, 0.00, 0.02, 0.00, 0.02, 0.13, 0.13]
}

=====

[2]
{
  "formula": "C5H11N3O",
  "method": "the ωB97M-V functional and the def2-TZVPD basis",
  "e_above_lowest_kj_mol": 384.2,
  "homo_lumo_gap_ev": 8.5415,
  "species": ["C", "C", "N", "C", "C", "N", "N", "C", "O", "H", "H", "H", "H", "H", "H", "H", "H", "H", "H", "H"],
  "coordinates": [[-1.3760, 0.0613, 1.0894], [1.6199, -0.6613, 1.4316], [-0.9246, 0.2740, -0.2758], [0.6741, 1.7972, -0.2932], [0.4611, -0.1069, -0.8227], [-1.9291, 0.2245, -1.2580], [0.5408, -0.1888, -2.1958], [1.5031, -0.5432, -0.0529], [0.8120, 2.2261, 0.7790], [-2.5466, 1.0233, -1.1655], [-2.4762, -0.6307, -1.1754], [0.9677, -1.0249, -2.5646], [-0.2550, 0.1648, -2.7048], [2.4276, -0.6548, -0.6016], [-1.5578, -0.9928, 1.3277], [-0.6499, 0.4968, 1.7679], [-2.3047, 0.6195, 1.2382], [2.5248, -1.2136, 1.6805], [1.6930, 0.3297, 1.9024], [0.7956, -1.2002, 1.8937]],
  "nbo_charge": [-0.42, -0.65, -0.31, 0.45, 0.34, -0.66, -0.84, -0.31, -0.59, 0.36, 0.34, 0.39, 0.41, 0.21, 0.18, 0.23, 0.20, 0.22, 0.22, 0.21]
}

=====

[3]
{
  "formula": "C7H16O4P",
  "method": "the ωB97M-V functional and the def2-TZVPD basis",
  "total_charge": 1,
  "homo_lumo_gap_ev": 8.2402,
  "species": ["C", "C", "C", "C", "C", "C", "C", "O", "O", "O", "O", "P", "H", "H", "H", "H", "H", "H", "H", "H", "H", "H", "H", "H", "H", "H", "H", "H"],
  "coordinates": [[-2.4506, 0.9534, -1.2007], [-2.1618, 1.6445, 0.2009], [-2.7743, -0.5418, -0.7858], [-2.2209, 0.4951, 1.1383], [1.0836, -1.6927, -1.4936], [2.1775, 1.9210, 0.1311], [2.1828, -1.8828, 2.0917], [-2.7256, -0.5820, 0.6446], [0.2003, -1.0813, -0.5524], [1.2431, 0.9481, -0.2948], [2.0044, -0.7754, 1.2052], [0.6222, -0.1509, 0.6899], [-3.2148, 1.5355, -1.6100], [-1.7004, 0.8683, -1.9137], [-1.0684, 2.0942, 0.2594], [-2.9480, 2.3539, 0.4422], [-3.8178, -1.0200, -0.9987], [-2.0393, -1.1284, -1.1303], [-2.1514, 0.4570, 2.1764], [1.2351, -2.6124, -1.1057], [1.9502, -1.0251, -1.4719], [0.5301, -1.6919, -2.5620], [3.1031, 1.7267, -0.5040], [2.2635, 1.8152, 1.3088], [1.9423, 2.9870, -0.1037], [1.5857, -2.7696, 2.1244], [2.1253, -1.3589, 2.9982], [3.1362, -2.2766, 1.9694]],
  "nbo_charge": [-0.43, -0.54, -0.08, 0.50, -0.24, -0.27, -0.26, -0.35, -0.87, -0.84, -0.83, 1.68, 0.24, 0.24, 0.30, 0.28, 0.23, 0.22, 0.22, 0.19, 0.20, 0.20, 0.21, 0.19, 0.20, 0.20, 0.19, 0.21]
}

=====

[4]
{
  "formula": "C16H32B2F8MnO32S8",
  "method": "the ωB97M-V functional and the def2-TZVPD basis",
  "homo_lumo_gap_ev": [10.1661, 10.1623],
  "multiplicity": 6,
  "species": ["Mn", "B", "F", "F", "F", "F", "B", "F", "F", "F", "F", "C", "C", "O", "S", "O", "O", "O", "H", "H", "H", "H", "C", "C", "O", "S", "O", "O", "O", "H", "H", "H", "H", "C", "C", "O", "S", "O", "O", "O", "H", "H", "H", "H", "C", "C", "O", "S", "O", "O", "O", "H", "H", "H", "H", "C", "C", "O", "S", "O", "O", "O", "H", "H", "H", "H", "C", "C", "O", "S", "O", "O", "O", "H", "H", "H", "H", "C", "C", "O", "S", "O", "O", "O", "H", "H", "H", "H", "C", "C", "O", "S", "O", "O", "O", "H", "H", "H", "H"],
  "coordinates": [[-0.8116, -0.9582, 0.1705], [-2.5309, -1.0718, 2.3914], [-1.7427, -2.2444, 1.9229], [-2.0316, 0.1411, 1.5645], [-3.8298, -1.3224, 2.2198], [-2.1484, -0.7984, 3.7003], [0.4229, 1.4841, -0.9490], [1.3489, 0.5797, -0.4428], [-0.8967, 0.8168, -0.8138], [0.3603, 2.7258, -0.2843], [0.5471, 1.6984, -2.2992], [0.3281, -3.6214, 5.7862], [1.8264, -3.6417, 5.8090], [2.2316, -3.1171, 4.5292], [1.2837, -1.7765, 4.2426], [1.0337, -1.7362, 2.8514], [1.7211, -0.5816, 4.8121], [-0.0013, -2.3700, 5.0448], [-0.0776, -3.6388, 6.8261], [-0.0479, -4.4324, 5.1857], [2.1637, -4.6759, 5.8907], [2.2664, -2.9974, 6.5745], [1.4080, 5.7421, 5.5898], [-0.0743, 5.6634, 5.4095], [-0.2215, 4.8587, 4.2061], [0.8794, 5.4809, 3.1908], [0.5023, 6.7700, 2.8302], [1.1544, 4.5527, 2.1507], [2.0314, 5.5644, 4.3098], [1.7512, 4.9813, 6.2146], [1.7776, 6.6931, 5.9293], [-0.6123, 6.5249, 5.2359], [-0.4684, 5.1109, 6.2215], [2.4246, 1.0945, 2.1909], [3.2394, 1.7015, 3.3497], [4.4711, 0.9749, 3.4696], [4.7850, 0.1811, 2.1150], [5.3334, -1.1249, 2.3944], [5.4282, 1.1325, 1.2243], [3.2443, -0.0377, 1.6445], [2.2904, 1.8321, 1.4332], [1.4680, 0.7333, 2.5748], [2.6427, 1.6229, 4.2383], [3.3980, 2.7829, 3.1043], [-5.1331, -0.4256, -5.9522], [-5.0661, -0.4378, -4.4550], [-4.9364, -1.8654, -4.1183], [-5.6716, -2.7322, -5.2141], [-6.9923, -3.0682, -4.9105], [-4.7181, -3.7105, -5.6020], [-5.6583, -1.6301, -6.3770], [-4.1606, -0.3111, -6.3622], [-5.7608, 0.4493, -6.3438], [-5.9965, -0.2325, -3.9291], [-4.1259, -0.0031, -4.0391], [3.8449, 1.9781, -2.2049], [3.4607, 2.5364, -3.5842], [4.7645, 2.8874, -4.0732], [6.0261, 2.1457, -3.4442], [7.0236, 3.0691, -3.0345], [6.3562, 1.1333, -4.3536], [5.1818, 1.4743, -2.2328], [3.0658, 1.2575, -1.9254], [3.7936, 2.8013, -1.4656], [2.8068, 3.3962, -3.7400], [3.1537, 1.6866, -4.2826], [-2.0876, 3.6834, -4.1611], [-1.8376, 2.1638, -4.2701], [-2.7099, 1.6912, -5.3899], [-3.8240, 2.7750, -5.5875], [-4.7809, 2.6862, -4.5183], [-4.2415, 2.7547, -6.9661], [-2.7792, 4.0616, -5.3790], [-1.1502, 4.2708, -4.1046], [-2.8358, 3.8536, -3.4217], [-2.1277, 1.7612, -3.3006], [-0.8597, 1.8867, -4.6343], [-4.5405, -3.9208, 0.1843], [-3.4397, -4.8811, 0.4581], [-2.3144, -4.2243, -0.0486], [-2.6894, -3.2263, -1.2785], [-2.4079, -3.7631, -2.5397], [-2.2753, -1.8514, -0.9598], [-4.1931, -3.2641, -1.0793], [-4.5929, -3.1724, 1.0180], [-5.5291, -4.3488, 0.1154], [-3.6232, -5.7934, -0.1502], [-3.3498, -5.0785, 1.5109], [2.7531, -4.0483, 1.2770], [3.7693, -3.4707, 0.2483], [2.9448, -2.9684, -0.8507], [1.4903, -3.4672, -0.7632], [1.0346, -3.8995, -2.0293], [0.7972, -2.2452, -0.1221], [1.7185, -4.6022, 0.4475], [2.4262, -3.2259, 1.8685], [3.1420, -4.8198, 1.8863], [4.2291, -4.3145, -0.2081], [4.3575, -2.6982, 0.6328]],
  "mulliken_spin": [4.66, 0.02, 0.03, 0.02, 0.00, 0.00, 0.02, 0.05, 0.05, 0.00, 0.00, 0.00, 0.00, 0.00, 0.01, 0.05, 0.00, 0.00, 0.00, 0.00, 0.00, 0.00, 0.00, 0.00, 0.00, 0.00, 0.00, 0.00, 0.00, 0.00, 0.00, 0.00, 0.00, 0.00, 0.00, 0.00, 0.00, 0.00, 0.00, 0.00, 0.00, 0.01, 0.00, 0.00, 0.00, 0.00, 0.00, 0.00, 0.00, 0.00, 0.00, 0.00, 0.00, 0.00, 0.00, 0.00, 0.00, 0.00, 0.00, 0.00, 0.00, 0.00, 0.00, 0.00, 0.00, 0.00, 0.00, 0.00, 0.00, 0.00, 0.00, 0.00, 0.00, 0.00, 0.00, 0.00, 0.00, 0.00, 0.00, 0.00, 0.02, 0.00, 0.06, 0.00, 0.00, 0.00, 0.00, 0.00, 0.00, 0.00, 0.00, 0.00, 0.00, -0.01, 0.00, 0.00, 0.00, 0.00, 0.00]
}

=====

[5]
{
  "formula": "C2H4NP",
  "method": "the ωB97M-V functional and the def2-TZVPD basis",
  "e_above_lowest_kj_mol": 134.3,
  "homo_lumo_gap_ev": 10.4964,
  "smiles": "CPC#N",
  "species": ["C", "C", "N", "P", "H", "H", "H", "H"],
  "coordinates": [[-1.9528, -0.0516, -0.0628], [1.0037, 0.2092, -0.2612], [-2.9346, 0.5512, -0.2860], [-0.0791, -1.2643, 0.2143], [0.1133, -0.8659, 1.5676], [1.0115, 1.0662, 0.5735], [0.9020, 0.5197, -1.3896], [1.9360, -0.1646, -0.3559]],
  "nbo_charge": [0.01, -0.93, -0.42, 0.63, -0.02, 0.25, 0.26, 0.22]
}

=====

[6]
{
  "formula": "C16H21N2O2",
  "method": "the ωB97M-V functional and the def2-TZVPD basis",
  "total_charge": 1,
  "e_above_lowest_kj_mol": 157.2,
  "homo_lumo_gap_ev": 9.1460,
  "smiles": "COc1ccccc1[NH+]1CCN(Cc2ccco2)CC1",
  "species": ["C", "H", "H", "H", "O", "C", "C", "C", "C", "C", "C", "N", "H", "C", "C", "N", "C", "C", "H", "H", "H", "H", "C", "C", "C", "C", "C", "O", "H", "H", "H", "H", "H", "H", "H", "H", "H", "H", "H", "H", "H"],
  "coordinates": [[1.2867, 3.1311, -0.8426], [1.9683, 3.3311, -1.6720], [1.5826, 3.7141, 0.0321], [0.2726, 3.3973, -1.1331], [1.2376, 1.7468, -0.5421], [2.3726, 1.1160, -0.1463], [3.6297, 1.6936, -0.0079], [4.7009, 0.9208, 0.4069], [4.5442, -0.4253, 0.6910], [3.2982, -1.0147, 0.5585], [2.2253, -0.2484, 0.1432], [0.8868, -0.8022, -0.0187], [0.2737, -0.0078, -0.2825], [0.2880, -1.3726, 1.2076], [-1.2317, -1.4731, 0.9747], [-1.4848, -1.2493, -0.4375], [-0.7202, -2.1901, -1.2316], [0.7629, -1.7724, -1.1303], [1.4121, -2.6264, -0.9338], [1.1012, -1.2816, -2.0438], [-0.8543, -3.2270, -0.8858], [-1.0508, -2.1396, -2.2688], [-2.9001, -1.1491, -0.7658], [-3.4873, 0.0690, -0.1326], [-4.5387, 0.2348, 0.7188], [-4.6306, 1.6269, 0.9687], [-3.6253, 2.1999, 0.2573], [-2.9237, 1.2676, -0.4133], [-3.3172, 3.2202, 0.1463], [-5.3473, 2.1213, 1.5902], [-5.1747, -0.5314, 1.1119], [-2.9758, -1.0629, -1.8535], [-3.4728, -2.0300, -0.4423], [-1.6026, -2.4541, 1.3126], [-1.7625, -0.7026, 1.5371], [0.7343, -2.3507, 1.3925], [0.5199, -0.7218, 2.0514], [3.1689, -2.0619, 0.7811], [5.3855, -1.0153, 1.0144], [5.6707, 1.3807, 0.5094], [3.7775, 2.7391, -0.2215]],
  "nbo_charge": [-0.26, 0.19, 0.19, 0.22, -0.53, 0.37, -0.29, -0.15, -0.22, -0.19, 0.02, -0.39, 0.50, -0.22, -0.25, -0.45, -0.24, -0.21, 0.22, 0.24, 0.19, 0.23, -0.25, 0.24, -0.28, -0.31, 0.09, -0.41, 0.21, 0.24, 0.24, 0.22, 0.20, 0.19, 0.24, 0.22, 0.24, 0.23, 0.24, 0.24, 0.24]
}

=====

For the records above, the corresponding calculated total energy values read -160114.589, -11877.789, -24988.356, -223730.472, -12915.137, -24000.777 eV.